77
Properties=species:S:1:pos:R:3:lowdin_charge:R:1 method="wB97M-V/def2-TZVPD" max_force_ha_per_bohr=0.0997 homo_ev=-4.41 total_charge=-2 de_lowest_kcal_mol=0.0 total_energy_ha=-9281.37844 molar_mass_da=1597.2
Hf -0.008 0.024 -0.056 1.885
S -3.326 -1.490 0.851 0.518
S 2.055 -0.992 -3.064 0.608
S -2.133 1.982 -1.282 0.733
S 0.294 2.966 2.029 0.626
S 1.924 -1.523 2.291 0.640
S -0.810 0.878 3.341 0.669
S 0.655 -3.435 0.836 0.629
S 2.747 0.869 -1.356 0.741
S -0.160 2.769 -2.831 0.610
S -2.316 -1.441 -2.800 0.566
F 3.522 -3.661 2.550 0.146
F 5.375 0.978 -1.105 0.169
F -5.133 -2.781 2.257 0.118
F 1.373 4.893 -3.345 0.169
F -2.571 2.547 4.446 0.161
F 4.386 -1.766 2.903 0.137
F 2.210 2.514 3.810 0.158
F -1.042 -1.355 -5.199 0.133
F 4.022 -2.449 0.851 0.160
F 2.925 2.578 1.783 0.157
F -3.041 1.986 2.383 0.167
F -0.784 -3.408 3.088 0.163
F 1.875 -3.346 -4.209 0.158
F 1.029 -4.544 3.268 0.140
F -0.621 -5.309 2.093 0.165
F 4.333 0.137 0.576 0.158
F -2.581 3.763 0.626 0.177
F -2.206 4.707 -1.292 0.156
F -3.147 -0.845 -5.179 0.131
F -4.039 3.724 -0.984 0.159
F 2.366 4.386 2.779 0.147
F -3.335 -3.874 1.981 0.132
F 0.774 -3.087 -2.446 0.121
F 0.178 5.126 -1.559 0.133
F 2.920 -3.415 -2.282 0.161
F -1.722 0.576 -4.424 0.119
F -3.415 -2.204 3.422 0.119
F 1.878 3.859 -1.509 0.106
F 4.653 -1.037 -1.206 0.176
F -3.315 0.593 3.952 0.146
O -0.519 3.678 2.978 -0.265
O 0.286 3.582 0.729 -0.299
O 2.978 1.800 -2.376 -0.214
O 3.433 -0.727 -3.381 -0.276
O -1.313 -1.009 -1.761 -0.440
O 1.434 -2.009 3.521 -0.223
O -1.326 3.389 -3.398 -0.273
O -1.007 -0.520 3.212 -0.293
O 0.663 2.139 -3.812 -0.269
O -2.073 1.171 -0.058 -0.438
O -0.447 -3.560 -0.059 -0.256
O -3.777 -2.288 -0.237 -0.254
O 1.821 -4.214 0.543 -0.262
O -2.995 1.453 -2.250 -0.209
O -1.865 -1.237 0.857 -0.438
O -4.134 -0.341 1.151 -0.275
O 2.187 -0.116 2.195 -0.318
O 1.119 -0.634 -4.051 -0.228
O -0.038 1.277 4.469 -0.258
O 2.008 1.307 -0.159 -0.441
O -3.687 -1.038 -2.557 -0.297
O -2.378 -2.891 -2.941 -0.293
N 1.633 -0.457 -1.572 -0.351
N 0.927 -1.800 0.946 -0.377
N -0.148 1.401 1.824 -0.367
N -0.426 1.799 -1.536 -0.335
C 2.091 3.093 2.639 -0.693
C 1.965 -2.833 -2.987 -0.670
C 0.029 -4.222 2.467 -0.685
C -1.991 -0.723 -4.525 -0.652
C 3.568 -2.428 2.079 -0.681
C 4.416 0.143 -0.734 -0.674
C -3.797 -2.656 2.224 -0.661
C -2.745 3.691 -0.667 -0.653
C -2.565 1.606 3.529 -0.684
C 0.881 4.280 -2.292 -0.666